(1)
145
Properties=species:S:1:pos:R:3:lowdin_charge:R:1 method="wB97M-V/def2-TZVPD" spin_multiplicity=1 total_charge=+1
C 7.06000 -4.76941 1.62391 -0.1342
C 6.39019 -3.79381 0.57453 -0.2415
C 6.68212 -2.27528 0.91045 -0.2188
C 5.54590 -1.30350 0.42522 -0.1957
C 5.80576 -0.74974 -1.03608 -0.1990
C 5.71718 0.83348 -1.11242 -0.1981
C 4.19485 1.29854 -1.15611 -0.2086
C 3.76077 2.12417 0.11906 -0.1995
C 2.72450 3.27898 -0.22460 -0.2006
C 1.60592 3.41792 0.87948 -0.1958
C 0.18073 3.71985 0.25579 -0.2308
C -0.90368 3.91291 1.39197 -0.2163
C -2.09638 4.84826 0.97168 -0.1880
C -3.34082 4.11134 0.37488 -0.2861
C -4.06474 3.14239 1.41466 -0.2016
C -5.14511 2.33166 0.63172 -0.2517
C -4.96474 0.74590 0.54396 -0.3671
C -5.04914 0.01664 1.94102 -0.6255
I -3.28614 -0.10370 3.16488 0.9981
C -6.24710 0.58748 2.85996 -0.2780
C -5.82343 1.53271 4.02962 -0.1859
N -6.28829 0.33058 -0.12058 0.1316
C -6.13626 -0.26586 -1.48290 -0.2796
N -7.51178 -0.33019 -2.02347 0.0001
C -7.86439 -1.64600 -2.57168 -0.2238
C -8.74938 -2.53026 -1.61542 -0.1820
C -8.04678 -2.89744 -0.24435 -0.2430
C -7.84032 -4.46996 -0.09378 -0.0995
C -5.27004 0.75014 -2.29872 -0.4962
P -5.12241 0.39907 -4.15742 0.6996
O -5.21213 -1.29309 -4.41435 -0.3545
Br -6.93805 1.32726 -5.19599 0.2534
O -3.93958 0.71658 -1.79018 -0.2162
C -3.83131 0.26967 -0.43885 -0.5622
Br -1.98779 0.88752 0.01117 0.8214
H 8.09499 -4.45231 1.87960 0.0102
H 7.05726 -5.80936 1.21452 0.0729
H 6.47199 -4.75452 2.57534 0.0531
H 6.79462 -4.03742 -0.43820 0.1015
H 5.27764 -3.93304 0.53916 0.1008
H 6.74160 -2.19014 2.02642 0.0855
H 7.67669 -1.97052 0.49127 0.0478
H 5.55539 -0.41165 1.11003 0.1027
H 4.52843 -1.76217 0.49702 0.1060
H 6.84581 -1.04142 -1.32223 0.0772
H 5.11377 -1.19604 -1.78810 0.1028
H 6.27001 1.28210 -0.25763 0.1033
H 6.19057 1.09959 -2.09178 0.0842
H 3.51480 0.42809 -1.31567 0.0970
H 4.14015 2.01697 -2.01852 0.0738
H 3.31472 1.40138 0.85131 0.0986
H 4.68505 2.53205 0.60460 0.1059
H 2.31416 3.10959 -1.24912 0.0332
H 3.32900 4.22428 -0.23956 0.1141
H 1.57822 2.44788 1.44057 0.1074
H 1.85194 4.28649 1.53242 0.1097
H -0.04418 2.85055 -0.41052 0.0148
H 0.21929 4.62619 -0.40018 0.1167
H -0.35726 4.44762 2.21644 0.1115
H -1.20274 2.92738 1.81588 0.0633
H -1.70771 5.52017 0.16088 0.1102
H -2.35078 5.49328 1.84249 0.1140
H -4.07430 4.89539 0.04099 -0.0783
H -3.09004 3.53591 -0.55593 0.0723
H -3.25201 2.57629 1.90785 0.0238
H -4.58190 3.83713 2.12629 0.1196
H -5.20424 2.75281 -0.40998 -0.0059
H -6.14416 2.57335 1.08802 0.0027
H -5.33533 -1.05584 1.75317 0.0801
H -7.04189 1.07812 2.24129 0.0972
H -6.74528 -0.30165 3.32790 0.1172
H -5.06730 2.30546 3.77869 0.0450
H -5.50936 0.99803 4.95883 0.0625
H -6.74792 2.09797 4.33464 0.0888
H -6.82571 -0.34854 0.43354 0.1504
H -6.91706 1.13678 -0.24326 0.1608
H -5.77238 -1.31317 -1.47373 0.1597
H -7.69045 0.44302 -2.65875 0.0582
H -7.01646 -2.28108 -2.91606 0.1124
H -8.49658 -1.46288 -3.48269 0.1236
H -8.88787 -3.50415 -2.16145 0.1074
H -9.78838 -2.13152 -1.49021 0.1105
H -7.00675 -2.46823 -0.22205 0.0714
H -8.62342 -2.46511 0.60484 0.1048
H -7.30743 -4.62107 0.87568 0.0743
H -7.20512 -4.87523 -0.91915 0.0834
H -8.85075 -4.95033 -0.07466 0.0512
H -5.78146 1.75192 -2.22158 0.0219
H -5.73550 -1.38888 -5.22553 0.0343
H -3.74252 -0.84647 -0.35245 0.1210
C -6.12957 5.31979 -1.37449 -1.4804
Br -4.98865 6.69468 -0.62779 0.7106
Br -5.14474 4.11046 -2.52493 0.7527
Br -7.10077 4.36515 0.00467 0.7670
H -6.86833 5.82375 -1.99454 -0.1503
C -9.58528 8.01982 -3.36994 -1.5898
Br -10.84204 7.09130 -2.22837 0.5792
Br -7.78500 7.93122 -2.65944 0.6418
Br -9.65682 7.37702 -5.19265 0.5718
H -9.87921 9.06335 -3.38464 -0.0241
C 11.46545 -5.48855 3.13715 -1.6181
Br 11.02875 -4.03350 1.93822 0.5584
Br 10.63226 -7.14722 2.58862 0.5591
Br 13.37678 -5.68467 3.36584 0.5627
H 11.05350 -5.23166 4.10784 -0.1498
C 9.86292 -0.95057 -2.67455 -1.6014
Br 10.15262 -1.71925 -0.92156 0.5791
Br 9.50514 0.95001 -2.57341 0.5664
Br 11.32255 -1.34460 -3.88069 0.5541
H 8.97534 -1.41951 -3.08418 -0.0313
C -11.87174 -6.81280 -0.82467 -1.6243
Br -11.60007 -7.53548 0.94929 0.5696
Br -12.22815 -4.91373 -0.77117 0.5500
Br -10.39851 -7.23487 -2.00730 0.5580
H -12.75315 -7.29407 -1.23305 -0.0279
C 15.08988 1.13248 -3.81154 -1.6142
Br 16.42681 0.25138 -2.72442 0.5671
Br 14.75537 0.17051 -5.45858 0.5519
Br 13.45619 1.44807 -2.82375 0.5319
H 15.48988 2.10208 -4.08476 -0.0305
C -10.77426 2.39117 -7.18059 -1.6071
Br -10.40284 0.75747 -6.21627 0.5223
Br -12.46282 3.17548 -6.65605 0.5858
Br -9.29477 3.61773 -6.96301 0.5289
H -10.84709 2.14817 -8.23459 -0.0225
C 8.51053 -4.40284 6.14763 -1.5676
Br 8.09982 -2.95263 4.93396 0.5562
Br 7.69121 -6.06375 5.58558 0.5843
Br 10.41907 -4.59767 6.40714 0.6145
H 8.08264 -4.14530 7.11007 -0.0254
C 14.30599 -7.42975 6.72424 -1.6202
Br 14.23665 -5.53219 7.10916 0.5352
Br 15.10799 -8.42562 8.17677 0.5746
Br 12.56665 -8.13372 6.24506 0.5416
H 14.94836 -7.55537 5.85976 -0.0328
C 7.73632 1.02117 6.58071 -1.6253
Br 8.87010 -0.14058 7.63434 0.5504
Br 5.99659 0.23223 6.26389 0.5386
Br 7.59287 2.78558 7.36296 0.5666
H 8.21272 1.13920 5.61409 -0.0280
C 1.82513 1.88331 -4.64986 -1.5954
Br 3.07632 3.35433 -4.77513 0.5818
Br 2.73020 0.17491 -4.55924 0.5794
Br 0.58888 2.11997 -3.17756 0.5947
H 1.23857 1.88474 -5.56128 -0.0319

---

(2)
130
Properties=species:S:1:pos:R:3:lowdin_charge:R:1 method="wB97M-V/def2-TZVPD" spin_multiplicity=1 e_above_lowest_kcal_mol=0.0 total_charge=+4
C 4.28933 -26.72098 13.69118 -0.0656
C 5.28282 -27.02409 14.83194 -0.1034
N 6.03893 -28.25273 14.31614 -0.0613
C 5.64863 -29.53849 14.44946 -0.0121
C 6.59386 -30.28516 13.81727 -0.0212
N 7.55829 -29.50423 13.24384 -0.0715
C 7.15631 -28.18033 13.58853 0.0392
C 8.62419 -29.96715 12.33584 0.0035
H 3.76086 -27.68498 13.48168 0.0893
H 4.63970 -26.46960 12.69631 0.0766
H 3.54636 -26.00631 14.12660 0.1000
H 4.66735 -27.31326 15.69215 0.1296
H 5.96130 -26.20625 15.05636 0.1224
H 4.71376 -29.75724 14.88725 0.1362
H 6.74829 -31.33456 13.80853 0.1317
H 7.77569 -27.37393 13.22861 0.1641
H 9.60355 -29.49914 12.66455 0.1139
H 8.33844 -29.83917 11.26240 0.1106
H 8.83225 -31.07790 12.45925 0.1165
C 14.46892 -26.07787 21.41307 -0.0817
C 14.92795 -26.99213 20.30027 -0.1259
N 15.14337 -26.17005 19.01176 -0.0477
C 16.05457 -25.16030 18.88037 0.0308
C 15.63949 -24.52260 17.73547 -0.0159
N 14.56155 -25.11963 17.28589 -0.0982
C 14.26348 -26.14335 18.05524 -0.0597
C 13.83745 -24.75882 16.04555 0.0421
H 13.52228 -25.53015 21.16228 0.1018
H 15.23820 -25.36347 21.79600 0.0969
H 14.22856 -26.61827 22.29567 0.0679
H 14.18857 -27.81871 20.09571 0.1368
H 15.89197 -27.53775 20.48822 0.1416
H 16.79123 -24.97023 19.59263 0.1255
H 15.97061 -23.57267 17.22153 0.1622
H 13.41936 -26.82589 17.93462 0.1754
H 13.39624 -23.76659 16.12740 0.0887
H 13.05395 -25.54835 15.90996 0.1086
H 14.53802 -24.77641 15.20102 0.1106
C 0.71017 -28.77387 4.12169 -0.0823
C -0.04292 -27.88605 5.01994 -0.1764
N 0.69327 -26.68907 5.37965 -0.0563
C 1.87047 -26.66016 6.08063 0.0237
C 2.20793 -25.33150 6.19517 0.0318
N 1.17781 -24.60459 5.60345 -0.0877
C 0.31959 -25.43617 5.04957 -0.0089
C 1.02871 -23.11919 5.50779 0.0417
H 0.22008 -29.73620 3.95728 0.0964
H 1.80458 -28.90933 4.23914 0.0962
H 0.64111 -28.42570 3.07865 0.0894
H -0.07191 -28.41813 5.91682 0.1154
H -0.99829 -27.63278 4.57612 0.1414
H 2.38515 -27.55326 6.33031 0.1368
H 3.08669 -24.82431 6.57953 0.1425
H -0.69320 -25.33182 4.68110 0.1765
H 0.16881 -22.96069 4.92606 0.0716
H 1.98911 -22.68691 5.14625 0.1173
H 0.68940 -22.72523 6.52662 0.1309
C 10.26354 -13.74868 19.84263 -0.0519
C 11.79531 -13.52081 19.85969 -0.1393
N 12.57511 -14.36457 18.95475 -0.0388
C 13.92671 -14.19645 18.71074 0.0118
C 14.21873 -15.02222 17.70942 -0.0056
N 13.09248 -15.72072 17.36276 -0.0727
C 12.09988 -15.23019 18.09917 -0.0270
C 12.87717 -16.64370 16.26890 0.0353
H 9.85196 -13.27971 18.94681 0.0845
H 9.81311 -13.29955 20.71963 0.0847
H 9.97282 -14.83430 19.82595 0.0920
H 12.26599 -13.74257 20.81962 0.1365
H 12.03131 -12.50414 19.60380 0.1284
H 14.60290 -13.55824 19.25511 0.1499
H 15.17109 -15.37523 17.33042 0.1521
H 11.09625 -15.46193 17.91998 0.1525
H 11.99368 -17.15504 16.47892 0.0793
H 13.70739 -17.31266 16.11568 0.0985
H 12.68951 -16.05254 15.35177 0.1243
C 10.19666 -22.81605 2.26974 -0.0434
C 11.39064 -23.37577 3.01171 -0.1634
N 11.06208 -24.29260 4.12852 -0.0406
C 10.71462 -24.01637 5.45063 0.0009
C 10.15224 -25.11210 5.98600 0.0046
N 10.14077 -26.06504 5.00029 -0.0953
C 10.67565 -25.61615 3.90572 0.0049
C 9.57464 -27.38468 5.12073 0.0231
H 9.49431 -23.58507 2.04318 0.0761
H 10.47659 -22.37839 1.34988 0.0768
H 9.71184 -22.03573 2.80065 0.0734
H 12.20318 -22.71610 3.40425 0.1428
H 11.99229 -24.07944 2.39837 0.1309
H 10.81477 -22.98844 5.79813 0.1457
H 9.83801 -25.41109 7.01885 0.1612
H 10.66165 -26.07957 2.95338 0.1650
H 9.71039 -27.85020 6.05660 0.0934
H 10.00406 -28.06091 4.37890 0.1100
H 8.51029 -27.29537 4.89855 0.1069
C 18.09825 -17.24965 7.38773 -0.0628
C 19.21607 -18.21585 7.63346 -0.1473
N 18.98567 -19.45270 8.43732 -0.0287
C 19.54633 -20.67242 8.14753 -0.0148
C 19.11142 -21.60322 8.99899 0.0614
N 18.24517 -20.83325 9.84946 -0.0715
C 18.20436 -19.58549 9.45738 -0.0452
C 17.65742 -21.34117 11.09992 0.0162
H 17.94748 -16.56369 8.22815 0.0908
H 17.18101 -17.72539 7.03025 0.0907
H 18.42491 -16.65650 6.55612 0.0824
H 19.99173 -17.70736 8.19121 0.1329
H 19.67434 -18.58832 6.73740 0.1217
H 20.32630 -20.81218 7.43851 0.1388
H 19.29971 -22.59199 9.08557 0.1045
H 17.57728 -18.90273 10.04734 0.1958
H 16.63449 -21.71866 10.92643 0.1067
H 17.66315 -20.56136 11.87319 0.0970
H 18.31285 -22.09179 11.41449 0.0803
C 6.84165 -24.52536 9.10427 -0.5079
F 6.53962 -24.34445 10.40292 0.0618
F 6.07959 -23.61176 8.53919 0.0951
F 8.18270 -24.03530 8.98894 -0.0112
S 6.47365 -26.64100 8.44334 0.4745
O 5.08530 -26.79406 8.76875 -0.3472
O 6.82215 -26.64394 7.02952 -0.3651
O 7.33263 -27.39314 9.33819 -0.3715
C 13.48541 -20.65588 14.81062 -0.6561
F 13.27754 -20.27355 16.05345 0.1312
F 12.86060 -21.80587 14.59017 0.1138
F 12.92345 -19.74774 13.92883 0.0664
S 15.33745 -20.71937 14.45044 0.4557
O 15.72305 -21.96376 15.13546 -0.3630
O 15.55131 -20.76993 13.01320 -0.3425
O 15.69163 -19.48514 15.04237 -0.3088

---

(3)
129
Properties=species:S:1:pos:R:3:lowdin_charge:R:1 method="wB97M-V/def2-TZVPD" spin_multiplicity=1 e_above_lowest_kcal_mol=0.0
O -10.14285 -22.89843 18.83015 0.1285
C -10.23915 -22.18360 17.87968 -0.4836
C -10.66298 -22.60805 16.49289 -0.0564
C -10.54287 -21.32736 15.64525 -0.1334
C -9.99509 -20.25422 16.61544 -0.1481
O -9.88577 -20.88467 17.88950 0.0160
H -9.91654 -23.31965 16.14269 0.0999
H -11.66668 -23.00759 16.39188 0.1246
H -9.85268 -21.46349 14.81537 0.0932
H -11.51213 -21.00335 15.26746 0.1093
H -9.06793 -19.89990 16.16875 0.0982
H -10.72058 -19.46411 16.81569 0.1245
O -6.93718 -19.96925 17.74693 0.1071
C -6.88144 -18.87011 18.21860 -0.4643
C -7.04709 -18.49461 19.67384 -0.0461
C -7.25034 -16.98943 19.57748 -0.1437
C -6.64696 -16.59274 18.24280 -0.1497
O -6.77680 -17.77178 17.43106 0.0146
H -7.86613 -19.03990 20.13213 0.1367
H -6.13123 -18.78974 20.19193 0.1168
H -8.30658 -16.74748 19.69722 0.1206
H -6.73770 -16.39069 20.33650 0.1195
H -7.08252 -15.66947 17.86999 0.1113
H -5.57163 -16.41495 18.31489 0.0946
O -9.04842 -18.93512 13.32800 0.1084
C -9.59056 -18.82412 12.27577 -0.4570
C -9.99922 -17.58896 11.49036 -0.0750
C -10.97851 -18.10872 10.46544 -0.1460
C -10.50772 -19.55897 10.30730 -0.1738
O -9.89328 -19.94548 11.53212 0.0151
H -10.35181 -16.83060 12.18658 0.1293
H -9.04553 -17.23964 11.08358 0.1382
H -12.02510 -18.11129 10.76605 0.1176
H -10.91277 -17.51719 9.55323 0.1167
H -11.39967 -20.17775 10.20842 0.1263
H -9.90642 -19.66072 9.40654 0.1012
O -5.80868 -24.33212 16.57198 0.1247
C -6.48538 -24.47523 15.60084 -0.4422
C -6.34079 -25.50171 14.49451 -0.0579
C -7.67526 -25.39304 13.78854 -0.1428
C -8.09932 -23.95204 14.05750 -0.1763
O -7.54333 -23.65009 15.33144 0.0142
H -5.52478 -25.12693 13.87200 0.1044
H -6.11095 -26.48437 14.89655 0.1263
H -7.67062 -25.55151 12.70722 0.1162
H -8.40340 -26.10981 14.17325 0.1199
H -7.67299 -23.31358 13.28250 0.0951
H -9.18866 -23.93713 14.02460 0.1208
O -4.10740 -22.98684 13.78676 0.1229
C -4.48233 -21.85339 13.84459 -0.4597
C -3.77197 -20.60448 14.24110 -0.0582
C -4.93548 -19.78131 14.78491 -0.1381
C -6.10295 -20.24427 13.90179 -0.1477
O -5.76641 -21.57627 13.49854 0.0137
H -3.11982 -20.87476 15.07503 0.1302
H -3.16452 -20.13652 13.46952 0.1202
H -4.99975 -19.92197 15.86291 0.0952
H -4.92340 -18.69517 14.65100 0.1032
H -7.04362 -20.16865 14.44935 0.1119
H -6.24835 -19.58022 13.04585 0.1112
O -0.02530 -24.07300 12.40648 0.1275
C 0.03447 -22.88892 12.24029 -0.4975
C -0.76996 -21.81456 12.90007 -0.0986
C -0.87219 -20.71690 11.88421 -0.1451
C 0.37564 -20.93902 10.98222 -0.1173
O 0.75474 -22.29522 11.27221 0.0158
H -1.65213 -22.27812 13.34139 0.1056
H -0.13332 -21.58158 13.76569 0.1469
H -1.81900 -20.65752 11.34993 0.1119
H -0.78917 -19.76959 12.42485 0.1113
H 0.18274 -20.89841 9.91119 0.1208
H 1.23430 -20.29243 11.16000 0.1227
O -3.87137 -27.95394 14.92022 0.1068
C -3.00089 -27.15749 15.13320 -0.4950
C -1.58022 -27.09360 14.54473 -0.0559
C -0.98092 -25.95186 15.32175 -0.1631
C -2.13441 -25.19278 15.95818 -0.1442
O -3.19957 -26.13574 15.95906 0.0375
H -1.00510 -27.99973 14.70636 0.1249
H -1.70727 -26.91363 13.47778 0.1070
H -0.38303 -26.36777 16.13948 0.1158
H -0.34050 -25.26432 14.76706 0.1013
H -1.81150 -24.77651 16.90857 0.1231
H -2.39511 -24.35351 15.30596 0.1089
C -6.76110 -14.37450 15.04301 0.0030
C -6.57554 -15.42085 13.99476 -0.5880
N -6.92809 -16.70382 14.23378 0.1854
O -6.05461 -15.13521 12.91508 0.0120
H -7.02075 -14.84379 15.99296 0.0414
H -7.56750 -13.68389 14.80192 0.0888
H -5.83918 -13.81583 15.17879 0.0895
H -6.60946 -17.35734 13.54356 0.0852
H -7.23770 -16.98746 15.14813 0.0837
C -3.64525 -20.43312 19.54517 -0.0179
C -3.64875 -21.68455 18.68974 -0.5883
N -4.84682 -22.10434 18.26775 0.1915
O -2.58068 -22.14411 18.28166 0.0081
H -2.78706 -20.42802 20.21474 0.0839
H -4.45939 -20.57929 20.27123 0.0758
H -3.80550 -19.48808 19.03485 0.0459
H -5.61131 -21.45156 18.18893 0.0647
H -4.93254 -22.95350 17.72219 0.0738
C -3.78377 -25.69856 11.71329 0.0050
C -2.96392 -26.06507 10.48056 -0.5864
N -2.63851 -25.06686 9.63872 0.1638
O -2.71311 -27.24063 10.27155 0.0333
H -4.71422 -26.25174 11.81900 0.0882
H -4.02655 -24.63356 11.74932 0.0550
H -3.19466 -25.95095 12.58994 0.0565
H -2.09597 -25.27939 8.81980 0.1101
H -2.80065 -24.10987 9.88468 0.0893
C -2.44824 -17.98936 17.05805 0.0148
C -3.12161 -16.66015 16.73025 -0.5810
N -3.35562 -15.77534 17.73277 0.1430
O -3.28285 -16.31515 15.56933 0.0327
H -2.22387 -18.06618 18.11877 0.0707
H -1.59893 -18.11472 16.39586 0.0931
H -3.17973 -18.75414 16.78779 0.0595
H -3.62998 -14.83827 17.48994 0.1099
H -3.42999 -15.99345 18.71059 0.0973
C -7.40762 -22.30668 10.66430 -0.0021
C -7.67063 -22.17570 9.18177 -0.5913
N -7.79758 -20.91926 8.68513 0.1428
O -7.80073 -23.12624 8.43009 0.0402
H -7.15757 -21.37984 11.16979 0.0622
H -6.59253 -23.00874 10.85535 0.0843
H -8.27753 -22.86202 11.02128 0.0916
H -8.00572 -20.90488 7.69876 0.1114
H -7.39685 -20.10699 9.11646 0.0981

---

no.,HOMO-LUMO gap (eV)
1,8.25
2,8.87
3,9.01